1.
The following is a quantum chemistry calculation of a structure of composition C40H42BiF3N3P2S2Sb at a distorted geometry, from the Open Molecules 2025 dataset.

```
! wB97M-V def2-TZVPD RIJCOSX def2/J DEFGRID3
* xyz 2 1
Bi -0.303 0.460 -0.056
C -0.173 1.970 3.451
P 0.874 1.575 2.023
C 1.456 3.188 1.434
C 2.328 0.695 2.718
C 3.093 -0.127 1.678
P 2.024 -1.432 0.901
C 1.961 -2.664 2.263
C 3.244 -2.222 -0.213
H 0.376 2.666 4.087
H -0.411 1.067 4.015
H -1.098 2.436 3.118
H 2.016 3.701 2.217
H 0.584 3.785 1.165
H 2.082 3.070 0.549
H 1.962 0.041 3.513
H 2.970 1.447 3.181
H 3.957 -0.605 2.143
H 3.471 0.522 0.883
H 2.966 -2.901 2.612
H 1.487 -3.570 1.883
H 1.358 -2.294 3.094
H 4.203 -2.341 0.293
H 3.381 -1.627 -1.115
H 2.870 -3.205 -0.501
F -4.774 3.176 -0.610
C -4.027 4.294 -0.596
F -3.885 4.671 0.687
F -4.717 5.248 -1.227
C -2.687 4.063 -1.249
C -2.293 4.791 -2.356
C -1.061 4.529 -2.943
C -0.278 3.530 -2.406
N -0.648 2.810 -1.342
C -1.827 3.069 -0.760
S -2.201 2.067 0.617
H -2.948 5.551 -2.762
H -0.722 5.090 -3.801
H 0.690 3.288 -2.828
S 3.368 2.173 -5.997
C 2.687 1.569 -4.483
C 3.350 1.615 -3.256
C 2.698 1.150 -2.131
N 1.462 0.644 -2.146
C 0.831 0.599 -3.321
C 1.391 1.051 -4.500
C 4.986 1.380 -5.983
C 6.055 1.833 -5.228
C 7.212 1.061 -5.223
N 7.350 -0.052 -5.931
C 6.346 -0.429 -6.713
C 5.133 0.249 -6.771
H 4.355 1.995 -3.173
H 3.191 1.179 -1.165
H -0.163 0.161 -3.317
H 0.845 0.984 -5.431
H 6.020 2.767 -4.685
H 8.067 1.357 -4.626
H 6.509 -1.315 -7.315
H 4.328 -0.093 -7.406
C -2.271 -3.451 6.240
C -1.248 -2.523 6.113
C -0.985 -1.946 4.877
C -1.760 -2.297 3.783
C -2.792 -3.219 3.902
C -3.036 -3.804 5.135
Sb -1.635 -1.309 1.879
C -3.661 -0.627 1.960
C -4.613 -1.027 1.032
C -5.917 -0.561 1.144
C -6.265 0.293 2.179
C -5.311 0.692 3.105
C -4.008 0.232 2.998
C -1.756 -2.907 0.476
C -1.423 -4.214 0.812
C -1.488 -5.211 -0.152
C -1.885 -4.907 -1.447
C -2.204 -3.601 -1.789
C -2.136 -2.601 -0.830
H -2.472 -3.902 7.201
H -0.657 -2.240 6.974
H -0.174 -1.231 4.782
H -3.407 -3.473 3.046
H -3.832 -4.530 5.232
H -4.358 -1.707 0.230
H -6.657 -0.860 0.413
H -7.283 0.651 2.264
H -5.579 1.362 3.910
H -3.268 0.540 3.730
H -1.127 -4.451 1.828
H -1.234 -6.229 0.110
H -1.953 -5.691 -2.189
H -2.520 -3.360 -2.796
H -2.403 -1.583 -1.105
*
```

Computed properties:
Orbital gap = 0.272 Eh
E_tot = -3946.77352 Ha
Highest occupied orbital energy = -13.43 eV
Lowest unoccupied orbital energy = -6.0 eV

2.
The following is a quantum chemistry calculation of a cluster of 9 separate species, C44H115N9O13 in total at a distorted geometry, from the Open Molecules 2025 dataset.

```
! wB97M-V def2-TZVPD RIJCOSX def2/J DEFGRID3
* xyz 1 2
C -5.297 2.764 -2.194
O -4.982 1.365 -2.070
C -6.156 0.559 -2.258
C -6.048 -0.841 -1.584
N -6.085 -0.800 -0.115
C -5.610 -2.020 0.577
C -6.600 -3.197 0.418
O -6.039 -4.368 1.007
C -6.035 -4.467 2.414
H -5.846 3.174 -1.346
H -5.839 3.213 -3.027
H -4.373 3.334 -2.095
H -6.425 0.538 -3.314
H -6.988 1.172 -1.910
H -5.251 -1.516 -1.894
H -6.942 -1.300 -2.006
H -5.331 -0.178 0.139
H -5.445 -1.792 1.630
H -4.631 -2.385 0.267
H -6.669 -3.378 -0.655
H -7.515 -3.135 1.008
H -5.353 -3.694 2.767
H -5.648 -5.478 2.544
H -7.017 -4.378 2.877
C 4.134 -0.307 -3.529
O 5.382 -0.400 -2.817
C 5.923 0.913 -2.594
C 7.167 0.936 -1.615
N 8.050 2.007 -1.989
C 9.373 1.873 -1.434
C 10.350 2.458 -2.494
O 10.834 1.773 -3.601
C 11.643 0.594 -3.377
H 3.498 -1.192 -3.509
H 4.385 -0.049 -4.558
H 3.509 0.541 -3.250
H 5.179 1.594 -2.181
H 6.235 1.378 -3.529
H 7.736 0.009 -1.678
H 6.760 1.039 -0.609
H 8.015 2.416 -2.912
H 9.703 0.841 -1.310
H 9.436 2.263 -0.419
H 11.225 2.672 -1.880
H 10.259 3.512 -2.756
H 12.608 0.790 -3.845
H 11.228 -0.202 -3.995
H 11.738 0.215 -2.360
C 2.952 0.667 1.801
O 3.298 -0.075 2.942
C 3.698 0.625 4.152
C 4.635 -0.129 5.095
N 5.219 0.945 6.021
C 6.358 0.515 6.854
C 7.128 1.719 7.391
O 8.243 1.279 8.060
C 9.081 2.274 8.506
H 2.954 -0.072 1.000
H 3.699 1.437 1.610
H 1.978 1.157 1.821
H 2.727 0.940 4.534
H 4.212 1.524 3.810
H 5.376 -0.681 4.517
H 4.174 -0.891 5.725
H 4.490 1.254 6.648
H 7.010 -0.076 6.210
H 5.955 -0.003 7.724
H 6.501 2.230 8.122
H 7.294 2.458 6.606
H 9.692 2.636 7.679
H 9.798 1.862 9.216
H 8.552 3.105 8.971
C 3.018 -6.619 5.962
O 2.349 -6.944 4.729
C 1.332 -6.152 4.142
C 1.892 -4.785 3.786
N 1.101 -4.135 2.680
C 1.571 -2.839 2.194
C 0.272 -1.970 1.781
O -0.496 -1.623 2.946
C -1.801 -1.122 2.680
H 3.628 -7.470 6.264
H 2.514 -6.398 6.902
H 3.639 -5.798 5.603
H 0.464 -5.986 4.781
H 0.815 -6.711 3.362
H 2.890 -4.989 3.399
H 1.784 -4.191 4.694
H 0.240 -3.896 3.152
H 2.026 -2.887 1.205
H 2.077 -2.323 3.011
H -0.375 -2.390 1.009
H 0.562 -1.031 1.310
H -2.319 -1.803 2.004
H -1.945 -0.122 2.271
H -2.420 -1.009 3.570
C -1.380 -3.626 -7.016
C -2.244 -2.454 -6.609
C -1.718 -1.067 -6.804
O -0.746 -0.696 -5.953
C 0.485 -0.283 -6.441
N -3.599 -2.761 -7.044
H -0.390 -3.535 -6.568
H -1.350 -3.681 -8.104
H -1.755 -4.608 -6.729
H -2.263 -2.461 -5.519
H -2.546 -0.440 -6.471
H -1.455 -0.850 -7.840
H 1.145 -0.009 -5.618
H 0.371 0.607 -7.060
H 0.969 -1.015 -7.088
H -4.005 -1.957 -7.503
H -4.166 -3.087 -6.276
C -2.982 5.520 -4.235
C -4.377 6.131 -4.237
C -4.607 7.043 -3.036
O -4.526 6.204 -1.812
C -5.069 6.890 -0.601
N -4.555 6.844 -5.469
H -2.579 5.024 -5.118
H -2.938 4.763 -3.451
H -2.279 6.341 -4.098
H -5.208 5.426 -4.214
H -5.525 7.599 -3.223
H -3.885 7.832 -2.826
H -5.134 7.961 -0.795
H -4.304 6.733 0.160
H -6.087 6.626 -0.317
H -4.853 7.803 -5.362
H -5.368 6.486 -5.950
C -0.802 -3.708 -3.237
C -1.539 -4.841 -2.444
C -0.511 -5.842 -1.817
O 0.333 -5.156 -0.913
C 1.051 -5.950 0.017
N -2.327 -4.154 -1.392
H -0.172 -3.053 -2.636
H -1.554 -3.192 -3.835
H -0.294 -4.369 -3.938
H -2.366 -5.196 -3.059
H 0.152 -6.160 -2.621
H -0.906 -6.767 -1.397
H 1.528 -6.832 -0.411
H 0.525 -6.225 0.930
H 1.833 -5.238 0.284
H -2.791 -3.288 -1.630
H -1.537 -3.988 -0.785
C -5.362 1.544 2.159
C -5.233 2.095 3.564
C -4.282 3.348 3.706
O -3.715 3.469 5.015
C -4.420 4.291 5.891
N -6.449 2.305 4.216
H -5.817 0.554 2.145
H -4.437 1.219 1.682
H -6.003 2.097 1.473
H -4.805 1.252 4.106
H -4.722 4.302 3.415
H -3.390 3.186 3.102
H -3.907 4.174 6.845
H -5.447 3.995 6.105
H -4.445 5.347 5.623
H -6.216 2.399 5.194
H -6.999 1.468 4.087
C -1.065 2.721 0.850
C -1.731 2.453 -0.571
C -0.515 1.922 -1.489
O -0.121 0.574 -1.376
C 0.108 0.055 -2.705
N -2.714 1.310 -0.353
H -1.782 2.955 1.636
H -0.563 3.668 0.651
H -0.305 1.976 1.088
H -2.208 3.334 -1.002
H 0.444 2.404 -1.294
H -0.868 2.162 -2.492
H 0.566 -0.934 -2.717
H 0.744 0.765 -3.233
H -0.843 -0.007 -3.234
H -3.177 1.354 -1.249
H -2.113 0.531 -0.123
*
```

Computed properties:
Orbital gap (spin up / spin down) = 0.261 / 0.072 Eh
E_tot = -3215.44609 Ha
Energy relative to the best compared isomer or geometry (same formula, charge and spin) = 447.3 kJ/mol
Highest occupied orbital energy (spin up / spin down) = -9.80 / -9.80 eV
Lowest unoccupied orbital energy (spin up / spin down) = -2.7 / -7.8 eV

3.
The following is a quantum chemistry calculation of a structure of composition C15H33AlBNO12P at a distorted geometry, from the Open Molecules 2025 dataset.

```
! wB97M-V def2-TZVPD RIJCOSX def2/J DEFGRID3
* xyz -1 1
C 0.074 -5.337 1.410
C 0.519 -4.684 -0.049
O -0.355 -3.522 -0.368
B 0.572 -2.558 -1.017
O 1.243 -2.787 -2.330
Al 1.027 -0.770 -0.064
C 2.674 0.013 -1.003
C 3.105 1.520 -0.514
N 4.479 1.424 0.092
C 4.489 1.299 1.589
C 3.804 2.530 2.421
C 5.461 2.426 -0.453
C 6.318 3.544 0.381
O 5.702 2.367 -1.793
C -0.634 0.433 -0.069
O -1.813 -0.477 0.107
C -2.982 0.270 0.598
O -4.155 0.248 -0.289
C -5.289 -0.484 0.307
C -5.971 0.256 1.609
O -5.642 1.684 1.746
P 1.439 -1.281 2.211
O 2.744 -2.165 2.342
O 0.025 -2.214 2.723
O 1.449 0.166 3.214
H -1.094 -5.309 1.534
H 0.456 -6.454 1.504
H 0.594 -4.737 2.276
H 1.660 -4.417 -0.001
H 0.321 -5.518 -0.871
H 2.234 -2.711 -2.093
H 3.589 -0.710 -0.748
H 2.614 0.010 -2.191
H 2.259 1.910 0.191
H 3.116 2.240 -1.456
H 5.625 1.242 1.926
H 4.035 0.227 1.849
H 2.615 2.448 2.368
H 4.075 3.602 2.038
H 4.152 2.441 3.541
H 7.377 3.763 -0.123
H 6.565 3.204 1.487
H 5.710 4.562 0.439
H -0.815 1.036 -1.056
H -0.511 1.179 0.854
H -2.676 1.417 0.714
H -3.202 -0.112 1.693
H -6.133 -0.520 -0.535
H -5.065 -1.600 0.581
H -7.149 0.185 1.474
H -5.697 -0.401 2.550
H -6.430 2.211 2.122
H -0.664 -1.530 2.989
H 1.647 -0.163 4.160
C -3.528 1.268 -3.076
C -4.382 0.333 -3.869
O -4.387 0.911 -5.160
C -3.261 1.677 -5.256
O -2.859 2.185 -6.289
O -2.643 1.800 -4.045
H -2.973 0.756 -2.285
H -4.103 2.088 -2.635
H -3.953 -0.673 -3.933
H -5.399 0.261 -3.472
*
```

Computed properties:
Orbital gap = 0.256 Eh
E_tot = -2157.56066 Ha
Energy relative to the best compared isomer or geometry (same formula, charge and spin) = 437.6 kJ/mol
Highest occupied orbital energy = -4.94 eV
Lowest unoccupied orbital energy = 2.0 eV

4.
The following is a quantum chemistry calculation of the molecule C7H8FN at a distorted geometry, from the Open Molecules 2025 dataset.

```
! wB97M-V def2-TZVPD RIJCOSX def2/J DEFGRID3
* xyz 0 3
C -2.143 1.149 -0.081
C -1.758 -0.203 -0.090
C -1.224 2.189 0.027
C -0.554 -0.803 -0.147
C 1.502 -2.225 0.005
C 1.820 -0.800 -0.399
C 0.640 -1.083 0.534
N 0.001 2.149 -0.351
F 0.748 -0.793 1.863
H -3.123 1.574 -0.195
H -2.525 -0.982 -0.392
H -1.623 3.172 0.497
H 1.245 -2.839 -0.769
H 2.126 -2.593 0.754
H 2.622 -0.254 0.096
H 1.685 -0.534 -1.412
H 0.564 2.876 0.058
*
```

Computed properties:
Orbital gap (spin up / spin down) = 0.291 / 0.307 Eh
E_tot = -425.92246 Ha
Energy relative to the best compared isomer or geometry (same formula, charge and spin) = 43.7 kJ/mol
Highest occupied orbital energy (spin up / spin down) = -6.93 / -9.55 eV
Lowest unoccupied orbital energy (spin up / spin down) = 1.0 / -1.2 eV

5.
The following is a quantum chemistry calculation of a structure of composition C5H10F15HfO20S5 at a distorted geometry, from the Open Molecules 2025 dataset.

```
! wB97M-V def2-TZVPD RIJCOSX def2/J DEFGRID3
* xyz -1 1
Hf 0.690 0.610 0.205
C 3.681 -3.269 -0.597
F 3.286 -3.078 -1.911
F 2.611 -3.869 -0.026
F 4.719 -4.066 -0.482
S 3.954 -1.549 0.331
O 5.126 -0.859 -0.325
O 2.674 -0.817 0.134
O 4.345 -1.844 1.766
C -1.776 0.120 -4.043
F -2.096 0.956 -5.088
F -2.526 -1.040 -4.029
F -0.537 -0.287 -4.258
S -2.022 1.036 -2.339
O -2.086 2.494 -2.557
O -3.342 0.541 -1.775
O -0.886 0.754 -1.464
C -1.728 4.416 2.278
F -1.892 3.445 3.160
F -2.883 5.104 2.311
F -0.637 5.155 2.622
S -1.676 3.620 0.505
O -2.932 2.967 0.307
O -1.417 4.679 -0.419
O -0.568 2.659 0.380
C -2.871 -1.721 2.753
F -2.624 -2.804 1.995
F -4.092 -1.826 3.249
F -1.965 -1.598 3.730
S -2.767 -0.133 1.646
O -2.853 1.018 2.535
O -1.427 -0.119 0.984
O -3.839 -0.262 0.660
C 0.106 -3.458 -2.455
F 0.878 -4.520 -2.139
F 0.857 -2.571 -3.043
F -0.900 -3.791 -3.249
S -0.630 -2.701 -0.845
O -0.610 -3.769 0.165
O 0.168 -1.516 -0.489
O -2.008 -2.194 -1.143
O 1.523 0.022 -2.140
H 2.192 -0.436 -2.648
H 1.192 0.698 -2.731
O 1.765 2.446 -0.864
H 1.583 3.318 -1.215
H 2.688 2.293 -1.069
O 2.488 1.447 1.538
H 2.538 2.388 1.707
H 3.199 1.071 2.057
O 0.964 -1.045 2.123
H 0.948 -1.994 2.249
H 1.313 -0.700 2.945
O 0.050 1.452 2.619
H -0.678 1.827 3.115
H 0.733 1.302 3.273
*
```

Computed properties:
Orbital gap = 0.258 Eh
E_tot = -5238.47617 Ha
Energy relative to the best compared isomer or geometry (same formula, charge and spin) = 322.4 kJ/mol
Highest occupied orbital energy = -6.46 eV
Lowest unoccupied orbital energy = 0.6 eV

6.
The following is a quantum chemistry calculation of the molecule C21H20ClN5S2 at a distorted geometry, from the Open Molecules 2025 dataset.

```
! wB97M-V def2-TZVPD RIJCOSX def2/J DEFGRID3
* xyz 0 1
C 3.052 1.313 -1.754
C 2.549 0.857 -0.624
C 2.232 -0.592 -0.388
N 0.803 -0.797 -0.384
C 0.059 -1.114 -1.486
N -1.210 -1.188 -1.192
N -1.331 -0.903 0.112
C -0.132 -0.664 0.614
C 0.076 -0.360 1.992
C -0.937 -0.340 2.935
N -2.249 -0.507 2.604
H -2.853 -0.929 3.287
H -2.383 -0.784 1.633
C -0.449 -0.043 4.251
C -1.106 0.099 5.487
C -0.323 0.396 6.588
C 1.063 0.554 6.475
N 1.685 0.442 5.315
C 0.948 0.159 4.259
S 1.651 0.008 2.685
C 1.905 0.870 7.668
H 1.808 0.085 8.417
H 2.945 0.952 7.366
H 1.585 1.808 8.119
H -0.784 0.514 7.557
C -2.588 -0.050 5.635
H -2.895 0.246 6.636
H -3.108 0.572 4.910
H -2.885 -1.088 5.486
S 0.772 -1.396 -3.042
C -0.766 -1.513 -4.035
C -1.292 -0.152 -4.340
C -2.349 0.374 -3.605
C -2.829 1.646 -3.862
C -2.258 2.414 -4.862
C -1.201 1.913 -5.601
C -0.723 0.641 -5.334
Cl 0.612 0.042 -6.262
H -0.744 2.502 -6.380
H -2.629 3.406 -5.068
H -3.649 2.036 -3.279
H -2.775 -0.223 -2.814
H -0.473 -2.049 -4.937
H -1.469 -2.093 -3.442
H 2.648 -1.207 -1.192
H 2.638 -0.925 0.570
H 2.302 1.521 0.193
H 3.252 2.360 -1.905
H 3.286 0.655 -2.575
*
```

Computed properties:
Orbital gap = 0.286 Eh
E_tot = -2342.60367 Ha
Energy relative to the best compared isomer or geometry (same formula, charge and spin) = 5.8 kJ/mol
Highest occupied orbital energy = -7.28 eV
SMILES = C=CCn1c(SCc2ccccc2Cl)nnc1-c1sc2nc(C)cc(C)c2c1N
Lowest unoccupied orbital energy = 0.5 eV

7.
The following is a quantum chemistry calculation of a cluster of 2 separate species, C4H9NO2 in total at a distorted geometry, from the Open Molecules 2025 dataset.

```
! wB97M-V def2-TZVPD RIJCOSX def2/J DEFGRID3
* xyz 0 1
C 0.685 0.092 -0.065
C 1.005 -0.694 1.172
C 1.648 -0.086 -1.208
N -0.007 1.167 0.062
C -2.543 -0.229 -0.005
O -2.226 0.662 1.009
O -2.478 -0.043 -1.190
H -1.574 1.340 0.641
H -0.129 1.723 -0.781
H -3.360 -0.846 0.414
H 0.251 -0.530 1.936
H 1.977 -0.403 1.568
H 1.057 -1.755 0.929
H 2.665 0.130 -0.883
H 1.608 -1.113 -1.566
H 1.419 0.586 -2.034
*
```

Computed properties:
Orbital gap = 0.390 Eh
E_tot = -363.01613 Ha
Energy relative to the best compared isomer or geometry (same formula, charge and spin) = 182.2 kJ/mol
Highest occupied orbital energy = -9.93 eV
SMILES = CC(C)=N.O=CO
Lowest unoccupied orbital energy = 0.7 eV

8.
The following is a quantum chemistry calculation of a cluster of 2 separate species, C3H9NO3 in total at a distorted geometry, from the Open Molecules 2025 dataset.

```
! wB97M-V def2-TZVPD RIJCOSX def2/J DEFGRID3
* xyz 0 1
C 0.595 0.778 1.264
C 0.371 1.141 -1.359
C 0.957 0.246 -0.303
O -0.727 1.255 1.480
O 1.954 -0.447 -0.487
H -1.336 0.500 1.394
H 1.292 1.610 1.381
H 0.884 0.059 2.039
H -0.082 0.521 -2.139
H -0.425 1.780 -0.974
H 1.162 1.733 -1.822
N -0.431 -1.688 -0.101
O -1.842 -1.821 0.121
H -1.966 -2.732 -0.241
H -0.246 -1.662 -1.111
H -0.160 -1.272 0.859
*
```

Computed properties:
Orbital gap = 0.361 Eh
E_tot = -400.04013 Ha
Energy relative to the best compared isomer or geometry (same formula, charge and spin) = 476.2 kJ/mol
Highest occupied orbital energy = -9.22 eV
SMILES = CC(=O)CO.NO
Lowest unoccupied orbital energy = 0.6 eV